Entry 1:
The following is a quantum chemistry calculation of a 2-piece molecular cluster, C6H10N2O2S overall, from the OMol25 dataset.

Results
LUMO energy = 0.37 eV
Frontier orbital gap = 9.47 eV
Energy above the lowest of the compared OMol25 structures with the same formula, charge and spin = 436.6 kJ/mol
Spin multiplicity = 1

Last column: Löwdin charge in e.
Atoms and positions in Å:
C (-0.65, -2.73, 1.93)  -0.09
C (-0.52, -1.49, 1.34)  -0.16
C (1.05, -2.69, 0.64)  -0.25
C (-1.99, 1.23, -1.02)  -0.03
C (-0.16, 2.61, -1.73)  -0.13
C (-0.94, 1.98, -0.61)  -0.27
N (0.41, -3.53, 1.44)  0.08
N (0.50, -1.51, 0.54)  -0.26
O (1.79, 0.60, 1.04)  -0.25
O (2.36, -0.82, -0.89)  -0.40
S (1.20, -0.22, -0.34)  1.01
H (-1.13, -3.05, 2.82)  0.09
H (-1.07, -0.57, 1.38)  0.11
H (2.02, -2.88, 0.17)  0.13
H (-2.43, 1.26, -1.97)  0.04
H (2.71, 0.62, 1.12)  0.03
H (-2.62, 0.59, -0.43)  0.04
H (0.72, 2.13, -1.97)  0.01
H (0.13, 3.64, -1.29)  0.10
H (-0.83, 2.77, -2.64)  0.10
H (-0.55, 2.08, 0.46)  0.11



Entry 2:
The following is a quantum chemistry calculation of one molecule with the formula C6H10N2O2S, from the OMol25 dataset.

Results
LUMO energy (spin up / spin down) = -0.36 / -0.94 eV
Frontier orbital gap (spin up / spin down) = 8.08 / 6.69 eV
Energy above the lowest of the compared OMol25 structures with the same formula, charge and spin = 573.9 kJ/mol
Spin multiplicity = 1

Last column: Löwdin charge in e.
Atoms and positions in Å:
C (-1.24, -0.05, 0.52)  -0.02
C (0.07, -0.39, 0.77)  -0.39
C (-1.83, -1.24, -0.09)  -0.16
C (1.11, 0.46, 1.44)  -0.19
C (-0.60, -2.19, -0.48)  -0.15
C (1.47, 1.87, -0.58)  -0.08
N (0.47, -1.58, 0.36)  0.05
N (1.97, 0.90, 0.37)  -0.30
O (3.42, -0.46, -1.41)  -0.32
O (3.45, -1.03, 0.98)  -0.31
S (2.76, -0.48, -0.13)  0.76
H (-1.49, 0.99, 0.79)  0.12
H (-2.34, -1.71, 0.78)  0.13
H (-2.39, -1.21, -1.00)  0.09
H (0.58, 1.27, 2.03)  0.15
H (1.78, 0.04, 2.17)  0.11
H (-0.77, -3.31, -0.23)  0.13
H (-0.36, -2.20, -1.55)  0.11
H (1.01, 1.41, -1.38)  0.06
H (0.71, 2.45, -0.09)  0.09
H (2.18, 2.60, -0.98)  0.10



Entry 3:
The following is a quantum chemistry calculation of a 2-piece molecular cluster, C6H10N2O4 overall, from the OMol25 dataset.

Results
Structure (SMILES) = NC(N)=CC=O.O=C1COCO1
LUMO energy = 0.50 eV
Frontier orbital gap = 9.31 eV
Energy above the lowest of the compared OMol25 structures with the same formula, charge and spin = 160.9 kJ/mol
Spin multiplicity = 1

Last column: Löwdin charge in e.
Atoms and positions in Å:
N (-0.82, -1.60, -0.46)  0.08
C (-1.97, -0.88, -0.25)  -0.43
N (-3.05, -1.71, 0.01)  0.12
C (-2.02, 0.48, -0.31)  -0.05
C (-3.13, 1.28, 0.15)  -0.31
O (-3.20, 2.49, 0.08)  0.01
H (-0.93, -2.45, -1.02)  0.13
H (-0.02, -1.05, -0.80)  0.07
H (-3.93, -1.24, 0.25)  0.09
H (-2.84, -2.49, 0.63)  0.11
H (-1.15, 1.02, -0.69)  0.12
H (-3.96, 0.72, 0.63)  0.11
O (3.44, 0.72, -1.49)  0.14
C (2.81, 0.34, -0.55)  -0.43
C (3.15, 0.45, 0.92)  -0.07
O (2.07, -0.14, 1.60)  -0.05
C (1.13, -0.59, 0.66)  -0.22
O (1.61, -0.27, -0.64)  0.05
H (3.26, 1.51, 1.21)  0.15
H (4.09, -0.08, 1.14)  0.14
H (1.02, -1.67, 0.75)  0.13
H (0.18, -0.07, 0.82)  0.12



Entry 4:
The following is a quantum chemistry calculation of a 2-piece molecular cluster, C6H10N2O4 overall, from the OMol25 dataset.

Results
Structure (SMILES) = O=C1CC[C@@H]1O.C=NO/C=N\O
LUMO energy = 0.37 eV
Frontier orbital gap = 9.87 eV
Energy above the lowest of the compared OMol25 structures with the same formula, charge and spin = 588.2 kJ/mol
Spin multiplicity = 1

Last column: Löwdin charge in e.
Atoms and positions in Å:
O (-4.23, -0.36, 1.65)  0.12
C (-3.69, -0.45, 0.58)  -0.35
C (-2.79, -1.49, -0.10)  -0.08
C (-2.07, -0.30, -0.79)  -0.10
C (-3.28, 0.62, -0.44)  -0.32
O (-3.15, 1.93, 0.01)  0.00
H (-3.35, -2.11, -0.80)  0.12
H (-2.20, -2.13, 0.56)  0.11
H (-1.15, 0.00, -0.24)  0.12
H (-1.84, -0.44, -1.87)  0.11
H (-3.97, 0.64, -1.30)  0.16
H (-2.76, 1.88, 0.91)  0.11
C (4.73, -1.07, -0.20)  0.01
N (3.65, -1.31, 0.44)  0.03
O (2.78, -0.20, 0.51)  -0.13
C (3.20, 1.01, 0.90)  -0.25
N (2.52, 2.06, 0.60)  0.03
O (1.54, 1.78, -0.38)  -0.06
H (5.46, -1.85, -0.37)  0.08
H (4.86, -0.06, -0.62)  0.10
H (4.11, 1.04, 1.47)  0.12
H (1.63, 0.81, -0.54)  0.07



Entry 5:
The following is a quantum chemistry calculation of one molecule with the formula C6H10N2S2, from the OMol25 dataset.

Results
LUMO energy (spin up / spin down) = -1.18 / -1.18 eV
Frontier orbital gap (spin up / spin down) = 6.55 / 6.55 eV
Energy above the lowest of the compared OMol25 structures with the same formula, charge and spin = 416.7 kJ/mol
Spin multiplicity = 1

Last column: Löwdin charge in e.
Atoms and positions in Å:
C (0.04, 0.78, 0.13)  -0.03
C (-0.54, 2.79, 1.11)  -1.14
C (-0.48, -1.44, 0.85)  -0.03
C (1.86, -0.79, 0.27)  -0.05
C (0.18, -0.87, -1.66)  -0.03
C (0.41, -0.61, -0.13)  -0.58
N (0.11, 1.66, 0.91)  0.06
N (-2.24, 1.14, -0.34)  -0.44
S (-0.01, 4.16, 1.82)  0.63
S (-2.16, 2.66, 0.19)  0.78
H (-1.49, -1.22, 0.66)  0.05
H (-0.29, -2.51, 0.57)  0.09
H (-0.12, -1.45, 1.97)  0.14
H (1.93, -0.35, 1.26)  0.09
H (2.55, -0.34, -0.41)  0.08
H (1.99, -1.92, 0.35)  0.12
H (1.07, -1.10, -2.29)  0.08
H (-0.25, 0.15, -2.16)  0.12
H (-0.55, -1.75, -1.78)  0.10
H (-2.00, 1.00, -1.34)  -0.03



Entry 6:
The following is a quantum chemistry calculation of an isolated ion of composition C6H10N3 and charge +1, from the OMol25 dataset.

Results
Structure (SMILES) = C[C@@H]1[NH2+]Cc2cn[nH]c21
LUMO energy = -3.41 eV
Frontier orbital gap = 9.96 eV
Energy above the lowest of the compared OMol25 structures with the same formula, charge and spin = 293.3 kJ/mol
Total charge = +1
Spin multiplicity = 1

Last column: Löwdin charge in e.
Atoms and positions in Å:
C (1.67, 0.22, 1.57)  -0.03
C (0.86, -0.64, 0.61)  -0.16
N (1.20, -0.24, -0.76)  0.03
C (0.11, -0.23, -1.75)  -0.07
C (-1.09, 0.20, -0.94)  -0.12
C (-2.45, 0.71, -0.83)  -0.04
N (-2.82, 0.69, 0.45)  0.06
N (-1.81, 0.21, 1.15)  0.03
C (-0.81, -0.14, 0.38)  -0.12
H (2.71, -0.13, 1.50)  0.10
H (1.25, 0.12, 2.67)  0.15
H (1.69, 1.22, 1.29)  0.06
H (1.00, -1.75, 0.57)  0.16
H (1.85, -0.94, -1.08)  0.17
H (1.70, 0.73, -0.65)  0.23
H (-0.13, -1.22, -2.08)  0.13
H (0.19, 0.47, -2.64)  0.17
H (-3.23, 0.83, -1.51)  0.09
H (-1.89, -0.11, 2.06)  0.15



Entry 7:
The following is a quantum chemistry calculation of an isolated ion of composition C6H10N3 and charge +1, from the OMol25 dataset.

Results
LUMO energy = -3.86 eV
Frontier orbital gap = 8.50 eV
Energy above the lowest of the compared OMol25 structures with the same formula, charge and spin = 301.9 kJ/mol
Total charge = +1
Spin multiplicity = 1

Last column: Löwdin charge in e.
Atoms and positions in Å:
C (-0.52, -0.82, -1.31)  -0.04
C (-1.64, -0.64, -0.57)  -0.08
C (0.84, -0.38, -1.06)  -0.23
C (1.02, 0.44, -0.03)  -0.01
C (-1.09, 0.66, 1.46)  -0.15
C (1.99, -1.01, -1.78)  0.00
N (-1.88, -0.11, 0.68)  0.01
N (1.65, 1.46, 0.43)  0.18
N (-1.52, 0.88, 2.67)  0.11
H (-0.66, -1.36, -2.24)  0.12
H (-2.54, -1.06, -1.00)  0.13
H (2.67, -0.26, -2.17)  0.10
H (2.55, -1.67, -1.11)  0.10
H (1.61, -1.61, -2.60)  0.09
H (-2.82, -0.32, 1.02)  0.15
H (1.82, 1.57, 1.42)  0.14
H (1.89, 2.25, -0.16)  0.15
H (-1.01, 1.49, 3.29)  0.11
H (-2.38, 0.48, 3.05)  0.12



Entry 8:
The following is a quantum chemistry calculation of a 2-piece molecular cluster, C6H10N3O overall, from the OMol25 dataset.

Results
LUMO energy = -7.38 eV
Frontier orbital gap = 3.93 eV
Energy above the lowest of the compared OMol25 structures with the same formula, charge and spin = 490.4 kJ/mol
Total charge = +1
Spin multiplicity = 1

Last column: Löwdin charge in e.
Atoms and positions in Å:
C (2.44, -0.48, 0.29)  -0.02
C (1.51, 1.00, 1.66)  -0.11
C (0.53, 0.31, 0.76)  -0.36
C (1.17, 2.00, 2.64)  0.07
C (-2.64, -0.69, -2.91)  -0.05
C (-2.50, -1.86, -1.83)  -0.28
N (1.23, -0.61, -0.01)  0.21
N (2.64, 0.48, 1.33)  0.21
N (-1.63, -1.86, -0.94)  0.06
O (-0.64, 0.38, 0.59)  0.25
H (3.32, -0.86, -0.12)  0.14
H (1.20, 3.00, 2.27)  0.13
H (0.11, 1.67, 2.89)  0.15
H (1.80, 1.91, 3.45)  0.08
H (-3.73, -0.45, -2.80)  0.08
H (-1.86, 0.05, -2.46)  0.09
H (-2.42, -1.06, -3.86)  0.03
H (-0.85, -1.20, -0.86)  -0.01
H (-3.32, -2.50, -1.70)  0.08
H (3.64, 0.76, 1.62)  0.25



energy above the lowest of the compared OMol25 structures with the same formula, charge and spin of number 5 (C6H10N2S2)? 416.7 kJ/mol